The following is a DFT calculation (the ωB97M-V functional and the def2-TZVPD basis) of a single C12H13ClN2S molecule in a non-equilibrium geometry.

```
29
Properties=species:S:1:pos:R:3:mulliken_charge:R:1
N 0.203 2.404 -1.258 -0.5684
C 1.579 2.367 -0.785 -0.5163
C 1.716 1.543 0.483 -0.9905
C 1.288 0.103 0.282 0.2825
C 2.125 -0.935 -0.111 -0.6954
N 1.394 -2.107 -0.168 0.1843
C 0.085 -1.825 0.219 -0.5547
C -0.976 -2.727 0.384 0.5698
C -2.196 -2.222 0.867 -0.6905
C -2.350 -0.852 1.163 -0.1815
Cl -3.919 -0.217 1.677 -0.2332
C -1.309 0.045 0.927 -0.1760
C -0.056 -0.459 0.495 0.3965
S -0.774 -4.455 -0.044 -0.1694
C 0.730 -4.300 -1.104 -0.7191
C 1.829 -3.522 -0.398 -0.6107
H 0.181 2.620 -2.248 0.2295
H -0.237 1.510 -1.090 0.2512
H 1.910 3.396 -0.640 0.3915
H 2.235 1.959 -1.554 0.3237
H 1.118 2.006 1.266 0.2877
H 2.778 1.572 0.802 0.3492
H 3.163 -0.834 -0.368 0.4769
H -3.024 -2.874 1.039 0.4367
H -1.446 1.123 1.116 0.4376
H 1.099 -5.284 -1.375 0.4380
H 0.514 -3.789 -2.041 0.3677
H 2.711 -3.583 -1.012 0.4220
H 2.037 -3.989 0.572 0.2607
```

Computed properties:
ΔE to the lowest compared entry with this formula, charge and spin = 0.000 eV
strongest force on any atom = 1.98 eV Å⁻¹
HOMO energy = -7.765 eV
structure (SMILES) = NCCc1cn2c3c(cc(Cl)cc13)SCC2
HOMO-LUMO gap = 8.33 eV

=====

The following is a DFT calculation (the ωB97M-V functional and the def2-TZVPD basis) of a single C12H13FO molecule in a non-equilibrium geometry.

```
27
Properties=species:S:1:pos:R:3:mulliken_charge:R:1
C 0.174 -3.122 -0.978 -0.4731
C -0.756 -2.471 -1.774 -0.6876
C 0.872 -2.423 -0.015 -0.6700
C -0.979 -1.115 -1.609 -0.3767
C 0.653 -1.053 0.166 0.9112
C -0.294 -0.404 -0.641 -0.2756
C 1.312 -0.313 1.185 -0.1323
C 2.273 -0.347 2.064 -0.9818
C -0.526 1.097 -0.485 1.4520
C -0.185 1.556 0.923 0.3057
C 0.356 1.821 -1.516 -1.5565
C -1.206 1.500 2.018 -1.3565
O -1.903 1.331 -0.773 -0.6170
F 0.614 2.661 0.986 -0.3619
H 0.351 -4.180 -1.105 0.4012
H -1.309 -3.019 -2.521 0.4072
H 1.595 -2.925 0.611 0.3704
H -1.710 -0.604 -2.214 0.4649
H 2.447 0.451 2.766 0.2795
H 2.963 -1.184 2.125 0.2776
H 0.107 1.468 -2.514 0.4275
H 1.406 1.623 -1.315 0.3415
H 0.187 2.896 -1.469 0.3838
H -1.032 0.663 2.691 0.2539
H -2.204 1.388 1.593 0.3456
H -1.162 2.422 2.597 0.4562
H -2.043 2.284 -0.797 0.4107
```

Computed properties:
strongest force on any atom = 4.39 eV Å⁻¹
HOMO energy = -7.862 eV
HOMO-LUMO gap = 8.48 eV

=====

The following is a DFT calculation (the ωB97M-V functional and the def2-TZVPD basis) of a gas-phase ion, C12H13N2O (charge +1) in a non-equilibrium geometry.

```
28
Properties=species:S:1:pos:R:3:mulliken_charge:R:1
C 0.022 -2.255 0.045 -1.6154
C -0.555 -0.987 0.667 1.3799
C -1.263 -1.260 1.940 -0.8589
C -2.857 -1.372 1.728 -0.6842
C -3.191 -1.136 0.434 0.0888
O -2.349 -1.015 -0.525 -0.5742
N -0.139 0.224 0.323 0.3189
C -0.751 1.390 0.697 -0.5356
C -0.051 2.438 0.202 -0.6571
N 0.948 1.885 -0.603 0.1236
C 1.835 2.617 -1.357 0.1298
C 2.772 1.923 -2.102 -0.8122
C 2.923 0.484 -1.885 -0.5170
C 2.039 -0.188 -1.006 -0.6513
C 0.974 0.530 -0.429 0.6145
H -0.741 -2.788 -0.637 0.3080
H 0.378 -2.858 0.792 0.4822
H 0.782 -1.955 -0.655 0.2608
H -1.090 -0.392 2.582 0.3849
H -1.037 -2.353 2.399 0.3888
H -3.460 -1.605 2.653 0.3342
H -4.302 -0.965 0.192 0.3473
H -1.636 1.317 1.223 0.5460
H -0.300 3.464 0.418 0.4274
H 1.833 3.753 -1.485 0.3244
H 3.383 2.496 -2.675 0.4912
H 3.682 -0.193 -2.201 0.4220
H 2.153 -1.198 -0.732 0.5333
```

Computed properties:
ΔE to the lowest compared entry with this formula, charge and spin = 4.790 eV
strongest force on any atom = 6.49 eV Å⁻¹
total charge = +1
HOMO energy = -10.810 eV
structure (SMILES) = C/C(C/C=C\[O-])=[N+]1/C=C[n+]2ccccc21
HOMO-LUMO gap = 6.12 eV

=====

The following is a DFT calculation (the ωB97M-V functional and the def2-TZVPD basis) of a molecular structure, C12H13N4O2OsSe in a non-equilibrium geometry.

```
33
Properties=species:S:1:pos:R:3:mulliken_charge:R:1
Os -0.061 -0.127 0.152 1.4018
C 0.644 0.793 2.012 -0.1738
C 1.710 -0.039 1.507 -0.3504
C 2.128 0.482 0.274 -0.4862
C 1.304 1.627 0.016 -0.4059
C 0.419 1.857 1.095 -0.6845
H 0.086 0.618 2.917 0.4430
H 2.076 -0.933 1.981 0.4690
H 2.895 0.104 -0.382 0.4415
H 1.347 2.233 -0.875 0.5343
H -0.265 2.685 1.173 0.5675
Se -0.271 0.994 -4.567 -0.0462
C -0.221 0.526 -2.901 0.3771
N -0.201 0.201 -1.767 -0.6577
N -4.854 -1.803 -1.636 -0.4035
C -4.198 -0.888 -0.896 0.3851
C -2.795 -0.941 -0.759 -0.1399
N -2.152 -0.039 -0.032 0.0181
C -2.867 0.933 0.566 -0.2096
C -4.238 0.953 0.423 -0.3449
N -4.910 0.061 -0.291 -0.5713
H -4.367 -2.472 -2.204 0.2081
H -5.845 -1.688 -1.765 0.2560
H -2.204 -1.689 -1.264 0.4156
H -2.345 1.670 1.152 0.2805
H -4.814 1.732 0.907 0.3796
C -0.627 -3.864 1.537 -1.2007
C -0.464 -2.500 0.983 0.8902
O -0.440 -1.468 1.739 -0.6676
O -0.329 -2.244 -0.243 -0.7592
H -1.399 -3.859 2.303 0.3469
H 0.309 -4.168 2.008 0.3189
H -0.868 -4.563 0.741 0.3684
```

Computed properties:
ΔE to the lowest compared entry with this formula, charge and spin = 0.000 eV
strongest force on any atom = 1.48 eV Å⁻¹
total charge = +1
HOMO energy = -10.916 eV
HOMO-LUMO gap = 6.41 eV

=====

The following is a DFT calculation (the ωB97M-V functional and the def2-TZVPD basis) of a single C12H13N5O molecule in a non-equilibrium geometry.

```
31
Properties=species:S:1:pos:R:3:mulliken_charge:R:1
C -0.395 1.686 -5.966 -0.7104
C -0.979 0.945 -4.577 0.4952
N -2.261 0.330 -4.743 -0.2962
N -2.711 -0.255 -3.665 -0.2414
C -1.852 -0.116 -2.527 0.2995
C -2.457 -0.818 -1.128 -0.4666
C -1.623 -0.294 0.215 -0.4519
C -0.325 -1.225 0.589 0.4200
O 0.600 -1.594 -0.328 -0.5356
N -0.202 -1.723 2.013 -0.3670
C 0.830 -0.963 2.817 0.1060
C 0.521 0.459 3.636 -0.2166
C 1.702 1.219 4.544 -0.3598
C 3.224 0.613 4.692 -0.3543
C 3.558 -0.784 3.871 -0.3044
C 2.393 -1.525 2.981 -0.2319
N -0.575 0.509 -2.359 0.1735
N -0.100 1.047 -3.451 -0.6290
H -0.502 2.856 -5.758 0.2187
H 0.766 1.456 -5.976 0.2637
H -0.951 1.332 -6.933 0.2676
H -2.458 -1.988 -1.210 0.2851
H -3.590 -0.482 -1.054 0.2976
H -1.337 0.840 0.171 0.2896
H -2.393 -0.408 1.119 0.3454
H -1.124 -1.628 2.496 0.3829
H -0.542 0.949 3.614 0.2261
H 1.443 2.213 5.145 0.2516
H 4.020 1.153 5.366 0.2876
H 4.638 -1.272 3.962 0.2681
H 2.682 -2.531 2.444 0.2870
```

Computed properties:
strongest force on any atom = 8.81 eV Å⁻¹
HOMO energy = -8.604 eV
structure (SMILES) = Cc1nnc(CCC(=O)Nc2ccccc2)nn1
HOMO-LUMO gap = 7.95 eV

=====

The following is a DFT calculation (the ωB97M-V functional and the def2-TZVPD basis) of 2 unconnected molecules or ions with the total composition C12H13NO in a non-equilibrium geometry.

```
27
Properties=species:S:1:pos:R:3:mulliken_charge:R:1
O 1.187 -2.786 0.778 -0.4660
C 0.183 -2.234 0.620 0.5881
N -0.873 -1.814 0.292 -0.2373
C -1.747 -0.799 -0.008 0.3118
C -2.936 -1.231 -0.526 -0.7121
C -3.922 -0.249 -0.666 -0.6149
C -3.698 1.045 -0.326 -0.5159
C -2.488 1.454 0.267 -0.5861
C -1.565 0.529 0.486 0.1654
H -2.983 -2.224 -0.661 0.6617
H -4.852 -0.478 -0.911 0.4986
H -4.425 1.836 -0.452 0.3551
H -2.292 2.390 0.649 0.5098
H -0.644 0.806 1.069 0.0133
C 1.941 1.336 1.979 -1.0683
C 2.081 0.763 0.849 0.2464
C 2.467 0.253 -0.262 0.7877
C 3.604 -0.729 -0.427 -1.6552
C 1.448 0.472 -1.398 -1.0613
H 2.510 2.133 2.313 0.2915
H 1.205 1.128 2.769 0.2913
H 3.493 -1.619 -1.035 0.3639
H 4.006 -1.253 0.414 0.4184
H 4.406 -0.267 -0.785 0.5049
H 1.072 1.458 -1.338 0.3851
H 0.793 -0.429 -1.371 0.0493
H 2.029 0.511 -2.318 0.4748
```

Computed properties:
ΔE to the lowest compared entry with this formula, charge and spin = 3.272 eV
strongest force on any atom = 4.51 eV Å⁻¹
HOMO energy = -8.798 eV
structure (SMILES) = O=C=Nc1ccccc1.C=C=C(C)C
HOMO-LUMO gap = 9.58 eV

=====

What are the electronic energy values for these records? In order: -1432.9721, -640.0524, -649.4330, -3326.4719, -813.5744, -594.9333 Ha.